99
Properties=species:S:1:pos:R:3:forces:R:3:mulliken_charge:R:1 method="wB97M-V/def2-TZVPD" max_force_ev_per_a=3.97 multiplicity=1 orbital_gap_ev=10.8 homo_ev=-10.8 smiles="C[N+](=O)[O-].C[N+](=O)[O-].CCOC(=O)OC.CCOC(=O)OC.CCOC(=O)OC.O=C1OCCO1.O=C1OCCO1.O=C1OCCO1.O=C1OCCO1"
C -2.76591 -16.45171 12.61543 0.162 -1.330 0.968 -1.3306
C -3.30008 -17.29207 13.79199 -0.498 -1.517 -1.136 -0.2973
O -2.80257 -16.92652 15.03529 0.467 1.362 2.608 0.1275
C -1.62519 -17.28957 15.55939 0.576 -0.431 -2.398 0.2384
O -0.77332 -17.97323 15.01828 -1.174 0.150 0.255 -0.5959
O -1.45412 -16.66444 16.70724 0.719 0.193 0.519 0.2928
C -0.08871 -16.78621 17.20245 0.262 -1.416 -0.790 -1.1117
H -3.22280 -16.82515 11.72570 -0.275 -0.344 -0.732 0.4737
H -1.69612 -16.54160 12.51675 0.409 -0.029 -0.008 0.3567
H -3.04021 -15.42853 12.69024 -0.261 0.954 0.362 0.2229
H -3.09025 -18.40412 13.74868 -0.355 1.134 -0.810 0.4161
H -4.40116 -17.11411 13.86065 0.855 -0.338 0.061 0.1912
H 0.64371 -16.89544 16.37639 -0.704 0.231 0.339 0.4266
H 0.01878 -17.70840 17.80442 -0.242 0.620 -0.058 0.2701
H 0.10953 -15.89669 17.73528 0.068 0.780 0.829 0.3373
C -0.73162 -21.43861 17.14600 -1.010 0.747 -0.645 -1.0519
C -2.15636 -21.39573 16.57844 0.448 0.183 0.984 -0.3082
O -2.76401 -20.17233 17.15931 -1.874 -0.379 -0.474 -0.1529
C -4.09538 -20.02066 16.80828 -0.408 -0.340 0.640 0.6403
O -4.72910 -20.81464 16.13962 0.892 1.166 0.587 -0.6082
O -4.61924 -18.90152 17.41829 1.336 -1.129 -0.887 -0.0681
C -6.02913 -18.58393 17.20369 1.700 -0.012 0.078 -0.8705
H -0.83638 -21.51056 18.22002 0.307 -0.077 0.289 0.2970
H -0.28413 -20.48325 16.87394 0.386 -0.087 0.156 0.1624
H -0.14023 -22.26072 16.74824 -0.124 -0.023 -0.002 0.3916
H -2.67172 -22.32988 16.83356 -0.416 0.583 0.166 0.3567
H -2.22180 -21.25283 15.52728 0.237 -0.087 -0.949 0.3354
H -6.40544 -18.47318 18.19558 -0.644 0.136 0.184 0.2740
H -6.47226 -19.33364 16.62240 -0.789 -1.423 -0.375 0.6478
H -6.09234 -17.70370 16.59752 0.116 0.889 0.030 0.1162
C -0.37899 -13.01386 13.18327 -0.421 -0.550 0.071 -1.0085
C 0.04113 -13.27282 14.62033 1.349 -1.247 0.104 0.0469
O -0.76996 -12.68835 15.61697 0.335 1.574 0.216 -0.0929
C -0.66599 -11.34805 15.81044 -1.009 -0.540 -0.178 0.6255
O -0.06333 -10.54149 15.15769 0.204 -0.453 0.181 -0.5603
O -1.47498 -11.11891 16.83979 -0.824 -0.602 1.077 -0.2282
C -1.79975 -9.76277 17.12010 1.894 1.623 -2.238 -0.7036
H -1.44551 -13.27740 13.11041 0.333 -0.192 -0.332 0.1332
H 0.25764 -13.66269 12.53996 -0.645 0.432 0.255 0.3620
H -0.31334 -11.97822 12.84822 0.358 -0.037 0.293 0.3562
H 1.14420 -13.04696 14.74694 -1.241 -0.016 0.172 0.4472
H -0.13311 -14.33558 14.93759 0.578 0.550 -0.989 -0.1679
H -0.74156 -9.28951 16.96778 -2.393 0.284 0.194 0.3555
H -2.15539 -9.53285 18.12046 0.022 -0.901 0.100 0.2307
H -2.59053 -9.45060 16.34977 1.336 -0.037 1.087 0.2205
C -7.90448 -10.02145 15.89127 3.642 1.530 0.419 -0.1273
C -6.86706 -10.24413 17.11888 -1.958 -0.818 -0.462 0.1550
O -5.70333 -10.78364 16.46238 -0.075 -0.096 1.527 -0.0476
C -5.79342 -10.71781 15.16277 -0.440 0.576 -2.354 0.6016
O -4.94427 -11.05311 14.37192 -0.477 0.143 0.819 -0.6017
O -6.97817 -10.17126 14.75432 0.060 -0.451 0.670 -0.4392
H -8.18936 -8.92912 15.82820 -0.528 -1.645 0.282 0.2579
H -8.59073 -10.82292 15.81109 -1.198 -0.175 0.090 0.1431
H -7.23960 -10.95865 17.91048 0.500 0.650 -1.100 -0.2469
H -6.64881 -9.30213 17.59023 0.451 0.301 0.099 0.2992
C -4.15828 -16.94369 19.69264 -1.565 0.725 -0.191 0.5481
C -2.75349 -17.39692 19.63247 1.208 -2.402 -0.679 0.5257
O -2.04658 -16.58006 20.55791 0.095 0.221 -0.980 -0.3559
C -2.91275 -15.96804 21.35748 -1.134 -0.889 0.095 0.5180
O -2.56719 -15.43182 22.35481 -0.840 0.731 0.155 -0.5724
O -4.24573 -16.19054 20.90078 2.058 0.654 1.531 -0.4351
H -4.85508 -17.81172 19.79392 0.295 1.083 -0.631 0.1631
H -4.35150 -16.17815 18.88958 -0.377 -1.277 0.326 -0.2808
H -2.41067 -17.30682 18.57699 0.266 -0.093 1.098 -0.4208
H -2.61770 -18.46547 20.00682 -0.221 1.230 -0.703 0.1999
C -9.67858 -14.02540 16.02659 -1.130 0.703 -0.537 -0.3319
C -9.58064 -15.32922 16.82448 1.119 0.205 0.345 -0.2302
O -9.06033 -14.88731 18.09220 0.095 1.216 0.521 -0.2561
C -8.74388 -13.55224 18.04925 0.054 -1.095 0.541 0.6672
O -8.15883 -12.95457 18.91154 -0.274 -0.489 -0.119 -0.5939
O -9.19112 -13.00220 16.93681 -0.397 -0.089 -0.800 -0.3418
H -10.72538 -13.73904 15.69167 1.226 -0.383 0.621 0.3453
H -9.01596 -13.98072 15.16841 -0.010 -0.304 -0.059 0.2092
H -8.79517 -15.99249 16.47735 -0.291 -0.026 -0.571 0.0292
H -10.48881 -15.88071 16.98462 -0.530 0.078 0.082 0.4355
C -3.99498 -13.57142 17.07736 0.710 0.120 -1.134 -0.2879
C -3.73816 -13.77355 15.57833 -0.030 -0.096 -1.156 0.5141
O -4.83339 -14.64940 15.16543 -0.278 0.510 0.748 -0.2211
C -5.75527 -14.61598 16.13115 -0.928 -0.773 0.098 0.3297
O -6.90263 -15.00747 15.97798 1.763 0.632 0.542 -0.5619
O -5.23416 -14.15371 17.30910 -2.607 -0.940 -1.131 0.2141
H -4.07335 -12.54634 17.27789 0.114 1.407 0.513 -0.0343
H -3.33806 -14.04925 17.76045 1.166 -0.304 0.254 0.4528
H -2.82397 -14.30134 15.34622 0.189 -0.053 0.105 -0.3343
H -3.84398 -12.87887 14.91052 0.272 -0.535 1.111 0.0450
C -5.64923 -13.07686 21.01666 -0.838 -0.994 0.323 -0.4901
N -5.74782 -11.79158 20.29182 1.305 0.105 -2.837 0.8463
O -5.00748 -11.71556 19.25686 -1.578 0.056 2.545 -0.4687
O -6.50767 -10.92702 20.63793 0.147 -0.099 0.244 -0.5526
H -4.73165 -13.02317 21.61678 -0.273 -0.124 -0.159 0.3809
H -5.54565 -13.85559 20.21001 -0.193 0.763 1.076 -0.0520
H -6.56678 -13.22691 21.68654 1.402 0.351 -1.152 0.2390
C -8.01254 -15.92910 20.92911 1.521 2.137 1.481 -0.0804
N -8.52951 -17.13745 20.38795 -1.207 -0.791 -1.458 0.9300
O -7.78987 -17.80199 19.67011 -0.467 0.052 0.623 -0.5744
O -9.71786 -17.35389 20.56643 0.635 -0.313 -0.040 -0.5690
H -8.39457 -15.76147 21.93446 -0.577 -0.062 -0.219 0.3730
H -8.24121 -15.05289 20.27830 0.114 -0.923 0.357 -0.0161
H -6.93783 -16.03467 21.09413 -0.027 0.006 -0.574 -0.0942


27
Properties=species:S:1:pos:R:3:forces:R:3:mulliken_charge:R:1 method="wB97M-V/def2-TZVPD" max_force_ev_per_a=3.55 multiplicity=1 orbital_gap_ev="7.9 / 6.5" homo_ev="-7.3 / -7.2" e_above_lowest_kcal_mol=69.7
C 3.64692 1.51492 0.93066 -1.296 -1.611 0.504 -0.4505
C 3.11811 0.45232 1.66617 0.884 0.020 -0.096 -0.4696
C 3.00873 1.94475 -0.18130 -1.929 -0.489 -1.600 -0.5844
C 1.98478 -0.22872 1.23577 0.848 0.360 1.205 -0.5354
C 1.87762 1.25289 -0.64719 -0.037 -1.102 0.310 -0.3330
C 1.40700 0.10889 0.05282 0.352 1.626 -1.440 0.6651
C -3.15709 -0.10374 1.42192 -0.735 -0.489 -2.576 -0.8890
C -3.33005 0.59721 -1.04409 -2.199 -1.027 0.231 -1.0910
C 0.44131 -2.83470 -1.04397 0.791 -0.496 3.427 -1.1498
C -2.72164 0.75600 0.26281 0.186 -1.446 0.684 -0.2736
Si 0.09599 -0.98683 -0.57136 -1.589 -0.941 -1.087 0.3175
Br -0.41478 -0.31782 -2.68438 0.148 0.191 -0.040 -0.3835
H 4.57076 1.93090 1.13946 1.625 0.756 0.874 0.4436
H 3.75734 0.11106 2.46426 -0.421 -0.215 0.532 0.3254
H 3.42477 2.73264 -0.75508 0.183 0.727 -0.488 0.3840
H 1.49295 -0.98906 1.80710 0.338 -0.606 0.547 0.3903
H 1.35153 1.40399 -1.58639 0.492 0.704 0.051 0.2516
H -3.97689 0.45053 1.89311 0.206 -0.347 0.730 0.3221
H -3.65071 -1.03078 0.88706 1.181 1.288 1.707 0.2057
H -2.23650 -0.26081 1.99777 -0.913 -0.462 0.485 0.2854
H -4.10161 1.30517 -1.33410 -0.747 0.352 0.570 0.3463
H -3.75833 -0.42253 -1.25469 0.357 0.825 0.528 0.2701
H -2.68654 0.78293 -1.80963 2.314 0.339 -2.090 0.3073
H 1.49830 -2.94645 -1.17653 0.919 0.331 -0.677 0.3875
H 0.35672 -3.62645 -0.18340 -0.778 1.443 -1.612 0.3174
H -0.06231 -3.03576 -1.95562 -0.637 -0.522 -0.485 0.3607
H -1.93637 1.43942 0.46883 0.454 0.790 -0.193 0.5797